ORCA calculation (ωB97M-V/def2-TZVPD) on C26H31O2PtS3 as an isolated structure.

```
63
Properties=species:S:1:pos:R:3:forces:R:3
Pt 0.04507 -0.30920 0.75611 -0.608 0.139 0.290
S -1.06994 -3.36689 -0.37500 0.206 0.013 0.097
S -1.64178 -1.90774 2.78146 -0.126 -0.227 0.226
S -4.39419 0.73888 -0.63280 0.002 -0.086 -0.067
O -1.91771 0.32022 0.61976 0.182 0.106 -0.119
O 0.29933 -0.56368 -2.08158 0.142 -0.325 -0.013
C -1.26113 -3.47874 -2.10164 -0.046 -0.088 0.028
C 0.73666 -0.19006 -3.37533 -0.103 0.122 -0.010
C -2.40087 -0.94259 0.27157 -0.546 -0.248 -0.030
C 2.65074 2.36285 -0.49233 -0.191 -0.089 -0.003
C 2.50263 -2.14341 1.94664 0.106 0.088 -0.078
C 2.28219 1.29026 0.49050 0.371 0.373 0.101
C 1.36196 -1.34219 -4.16096 -0.011 -0.014 0.091
C -4.33469 -1.70671 -1.35625 -0.068 -0.028 -0.056
C -1.27912 -2.31913 -2.75055 -0.069 0.017 0.006
C -1.02127 -1.11472 -1.88544 0.019 0.061 -0.061
C 1.48631 1.43668 1.67881 -0.623 -0.289 -0.078
C -1.15983 -1.54461 -0.41058 0.696 0.143 -0.261
C -3.96371 -2.92391 3.14429 -0.027 -0.012 -0.064
C 1.42480 0.19676 2.36877 1.121 0.206 0.322
C -5.49252 -1.13911 -1.96784 0.097 -0.122 0.016
C -0.31795 0.55740 -4.18255 0.009 0.013 -0.028
C -2.75851 -2.78516 3.75726 0.090 0.063 -0.052
C 0.95043 2.70976 2.25523 -0.030 -0.001 -0.096
C 1.07913 0.03534 3.82433 -0.086 0.038 -0.096
C -2.79872 -1.73273 1.51965 0.164 0.206 -0.100
C 2.63215 -0.03610 0.38803 0.092 -0.216 0.104
C -5.65137 0.17600 -1.65548 0.044 0.078 0.040
C -3.98413 -2.31101 1.85561 -0.053 -0.077 0.076
C -3.64159 -0.81007 -0.60170 0.038 0.363 0.167
C 2.10205 -0.75871 1.53269 -0.598 -0.242 -0.284
C 3.46273 -0.63983 -0.69817 -0.133 -0.099 -0.022
H 1.93105 -0.94760 -5.00772 -0.010 -0.008 0.011
H 1.54489 0.51660 -3.15754 0.003 0.022 -0.026
H -4.02783 -2.73732 -1.47137 0.010 0.013 0.024
H 2.24738 3.33068 -0.19148 0.015 0.002 -0.020
H 0.61130 -2.03442 -4.53751 0.008 -0.017 -0.042
H 1.63075 3.09656 3.02260 -0.016 0.046 0.001
H -6.43076 0.84679 -1.98425 0.020 -0.037 -0.008
H -1.74075 -0.31407 -2.07845 -0.039 0.024 -0.012
H 2.53752 -2.81622 1.08796 -0.025 -0.013 0.019
H 3.73624 2.47006 -0.57897 -0.005 0.032 -0.006
H -2.45663 -3.14490 4.73006 -0.051 -0.004 -0.025
H 3.34428 -0.09605 -1.63802 0.010 -0.015 0.024
H -1.17653 -0.07661 -4.41326 0.027 0.023 -0.021
H 2.26473 2.14579 -1.49477 -0.004 0.032 0.018
H 1.78924 -2.56103 2.65776 -0.004 -0.009 -0.023
H -0.02132 2.54373 2.72120 -0.002 0.014 0.003
H 2.03876 -1.89897 -3.51071 -0.002 0.017 -0.022
H 1.53298 -0.87208 4.22667 -0.029 -0.001 0.001
H 0.11867 0.89058 -5.12741 -0.030 0.021 0.012
H -4.80885 -3.44372 3.57771 0.017 0.026 0.003
H 4.52619 -0.62761 -0.43432 0.001 -0.005 -0.009
H -4.84623 -2.30317 1.20316 0.031 0.001 0.024
H -6.16310 -1.69382 -2.61091 -0.011 0.025 0.004
H 1.46335 0.88320 4.40073 0.034 -0.042 0.006
H 3.17687 -1.67844 -0.87532 -0.002 0.024 -0.026
H 0.82765 3.48134 1.49464 -0.019 0.005 0.013
H 3.49718 -2.14376 2.41250 -0.018 -0.060 0.023
H 0.00537 -0.02635 4.00445 -0.003 0.028 0.013
H -1.46716 -2.24257 -3.81400 0.038 -0.021 0.008
H -1.37164 -4.45905 -2.55089 -0.005 0.050 -0.018
H -0.67545 1.43197 -3.63603 -0.004 -0.037 0.007
```
Positions in Å, forces in eV/Å.

The net charge is -1. As for the LUMO energy: 2.67 eV.


ORCA calculation (ωB97M-V/def2-TZVPD) on C28H22BrCl3N6O6Sn as an isolated structure.

```
67
Properties=species:S:1:pos:R:3:forces:R:3
Sn -2.11556 0.77000 -2.10696 0.013 -0.166 -0.095
Br 3.77674 -1.60222 4.47582 -0.003 0.003 0.002
Cl -3.49272 7.11213 -1.78050 -0.006 -0.001 -0.002
Cl -2.20731 5.25680 0.04894 0.002 -0.019 -0.005
Cl -0.97774 5.85975 -2.50865 0.009 -0.004 -0.008
O -1.07871 1.74299 -0.56210 -0.009 0.093 -0.042
O -0.07760 0.75666 -2.82053 0.255 0.029 0.147
O 4.15809 -2.69233 -5.87996 -0.036 -0.045 -0.025
O -1.51031 -1.28271 -1.34840 -0.086 -0.047 0.016
O -0.09675 -0.64254 -4.57252 -0.093 -0.161 -0.016
O 5.97366 -2.20550 -4.83545 0.031 -0.005 0.007
N -2.39804 1.34800 4.83991 -0.038 0.135 0.001
N -1.61127 0.95057 5.70673 0.019 -0.086 0.047
N 4.78152 -2.08563 -5.03510 -0.005 0.050 0.018
N -3.34347 0.47512 0.16473 -0.054 0.053 0.057
N -3.78413 3.61171 -2.66884 -0.068 0.095 -0.082
N 0.04197 -2.81812 -1.84322 0.027 -0.035 -0.009
C 0.95643 -1.32499 4.26413 -0.015 0.003 0.000
C 2.10087 -0.80117 4.84581 0.005 0.001 0.003
C -1.37846 1.68636 0.71030 -0.058 -0.026 -0.016
C -0.33950 0.38265 5.34832 0.051 -0.035 0.018
C 2.66317 0.62016 -2.59274 0.006 0.024 -0.019
C 1.36749 -3.39501 -1.64134 -0.022 0.010 -0.018
C -3.23503 4.52916 -2.25462 0.045 -0.089 0.155
C 0.80225 0.86337 5.96964 -0.001 -0.003 -0.008
C -0.56814 2.23732 1.68748 -0.032 0.013 -0.023
C -2.50842 5.64747 -1.65037 0.026 0.006 0.002
C -0.81167 -3.36308 -2.89879 -0.024 0.002 -0.060
C 4.03781 -1.13367 -4.18432 -0.005 -0.018 -0.023
C -0.87843 2.09722 3.04746 -0.048 0.021 0.025
C -4.89990 -0.23855 1.82436 0.003 -0.007 0.005
C 2.67555 -0.99879 -4.37074 -0.017 -0.072 0.046
C 4.73735 -0.41800 -3.22792 -0.007 0.013 0.017
C -2.91216 0.92565 2.50412 0.011 -0.029 -0.005
C 4.03485 0.47178 -2.43036 0.003 0.004 -0.013
C 1.98031 -0.11988 -3.55234 -0.039 0.028 0.008
C -4.45805 -0.12633 0.49140 -0.005 -0.001 -0.017
C -2.57526 1.01686 1.14020 0.044 -0.017 0.000
C -0.26651 -0.72773 4.51351 0.021 -0.007 0.013
C 0.47372 -0.01024 -3.69754 -0.023 0.078 -0.023
C -2.00877 1.44126 3.46791 -0.011 0.012 -0.096
C 0.45637 -1.32032 0.03009 0.011 0.025 -0.030
C -4.12651 0.27500 2.82613 0.010 0.010 -0.002
C -0.39421 -1.80031 -1.10933 0.031 0.044 -0.021
C 2.03460 0.28491 5.70141 0.004 0.007 0.002
H -0.71891 -2.78297 -3.81795 0.038 0.050 0.031
H 0.32461 2.76612 1.38060 0.003 -0.003 0.002
H -1.16689 -1.12145 4.05925 0.004 -0.007 0.001
H -0.07717 -0.54749 0.57365 0.000 0.012 -0.001
H 1.43246 -3.92683 -0.69070 0.005 -0.001 0.001
H -4.42775 0.20198 3.86286 -0.003 -0.002 0.002
H -5.04234 -0.54814 -0.31963 0.002 0.009 -0.004
H 2.13951 -2.62689 -1.67733 0.003 0.024 0.011
H -0.51545 -4.39318 -3.08192 -0.006 -0.002 0.015
H 4.56124 1.05213 -1.68405 -0.009 -0.002 -0.006
H -0.20858 2.52736 3.78051 -0.002 -0.006 0.016
H 2.15044 -1.56970 -5.12273 0.008 0.017 -0.011
H 0.69874 -2.14389 0.70404 0.006 -0.004 -0.015
H 1.39506 -0.90858 -0.34064 0.037 0.050 -0.033
H 2.09816 1.31949 -1.99056 -0.007 -0.034 0.058
H 1.02371 -2.19231 3.62182 -0.006 0.001 0.001
H -1.84835 -3.33811 -2.57332 0.008 0.008 0.004
H -5.83780 -0.73232 2.03719 0.002 -0.002 -0.002
H 0.72410 1.69984 6.65227 0.000 -0.004 0.002
H 5.80283 -0.56070 -3.12698 -0.005 0.000 0.004
H 2.93348 0.66881 6.16310 -0.001 0.001 0.000
H 1.56078 -4.09893 -2.44529 0.000 0.006 -0.006
```
Positions in Å, forces in eV/Å.

The calculation puts the energy relative to the best compared isomer or geometry (same formula, charge and spin) at 0.0 kcal/mol. As for the LUMO energy: -0.39 eV.


Number 1: calculated total energy -2473.679454 Eh. Number 2: calculated total energy -6029.014773 Eh.